DFT (wB97M-V/def2-TZVPD) results for 13 unconnected molecules or ions with the total composition C14H51O14 at a distorted geometry.

Atoms and positions in Å:
C -1.21 -0.52 0.12
C 0.31 -0.32 0.00
O 1.07 -1.17 0.50
O 0.71 0.76 -0.55
H -1.44 -1.56 -0.11
H -1.78 0.08 -0.59
H -1.57 -0.21 1.10
C 3.43 -0.53 3.40
O 4.76 -0.29 2.97
H 3.33 -1.58 3.69
H 3.11 0.12 4.23
H 2.71 -0.33 2.61
H 5.33 -0.52 3.71
C 0.06 -1.31 -3.52
O -1.20 -1.18 -4.18
H 0.82 -1.77 -4.17
H 0.42 -0.32 -3.21
H -0.01 -1.94 -2.62
H -0.97 -0.88 -5.06
C -0.62 3.99 -0.56
O -0.99 2.91 0.25
H -1.05 3.91 -1.57
H -1.03 4.91 -0.14
H 0.46 4.10 -0.69
H -0.40 2.17 -0.01
C -4.23 -1.78 -2.49
O -3.03 -2.51 -2.41
H -4.13 -0.83 -1.97
H -4.60 -1.67 -3.51
H -5.02 -2.37 -2.02
H -2.33 -2.08 -2.94
C 0.11 -2.19 3.67
O 0.59 -3.00 4.75
H -0.02 -1.16 4.01
H 0.83 -2.24 2.85
H -0.85 -2.57 3.34
H 0.76 -3.89 4.45
C -4.49 0.25 2.66
O -4.14 1.60 2.97
H -5.10 0.14 1.77
H -3.58 -0.35 2.60
H -5.06 -0.09 3.53
H -3.94 2.09 2.17
C 3.11 2.51 1.15
O 3.27 1.21 0.62
H 3.84 2.69 1.95
H 3.24 3.28 0.37
H 2.14 2.68 1.63
H 2.36 1.04 0.26
C -2.17 1.68 -3.83
O -2.40 3.07 -3.77
H -1.77 1.39 -4.80
H -1.47 1.39 -3.04
H -3.11 1.17 -3.62
H -1.68 3.61 -4.08
C 3.28 -2.12 -2.08
O 3.58 -1.57 -0.82
H 4.11 -2.67 -2.51
H 2.37 -2.74 -2.04
H 3.03 -1.29 -2.76
H 2.73 -1.41 -0.37
C 2.21 3.18 -2.86
O 2.51 1.88 -2.43
H 2.25 3.89 -2.03
H 2.92 3.48 -3.63
H 1.23 3.22 -3.36
H 1.86 1.52 -1.80
C -0.36 -4.49 0.51
O 0.60 -3.83 -0.28
H -0.32 -5.54 0.21
H -0.10 -4.57 1.57
H -1.35 -4.04 0.40
H 0.76 -2.93 0.08
C -0.52 1.42 3.36
O 0.20 1.67 4.56
H 0.19 1.49 2.53
H -0.99 0.43 3.42
H -1.30 2.15 3.17
H -0.29 1.31 5.31

Lowest unoccupied orbital energy: 2.392 eV
HOMO-LUMO gap: 8.716 eV
M: 443.5 g/mol
Largest force on an atom: 1.33 eV/Å
Net charge: -1
E_HOMO: -6.32 eV
Energy relative to the best compared isomer or geometry (same formula, charge and spin): 20.2 kcal/mol

Atom charges from the Löwdin analysis, given in e for atoms 1 to 8: atom 1 (C): 0.02, atom 2 (C): -0.64, atom 3 (O): -0.04, atom 4 (O): -0.09, atom 5 (H): 0.06, atom 6 (H): 0.07, atom 7 (H): 0.06, atom 8 (C): -0.17